# 1
Formula: C25H24Cl3CrN6OPS3Si
Source: the Open Molecules 2025 dataset
Level of theory: the ωB97M-V functional and the def2-TZVPD basis

Structure (XYZ):
```
65
Properties=species:S:1:pos:R:3
Cr -0.8118 0.5323 -0.6538
C 0.6054 5.6901 0.3859
N -0.0839 4.6176 -0.2688
C -1.0109 4.7300 -1.2511
C -1.4210 3.4647 -1.5547
N -0.7660 2.5721 -0.7632
C 0.0527 3.2980 0.0110
P 1.2998 2.6640 1.1793
C 2.0451 1.5390 -0.0707
N 1.3886 0.9888 -1.0867
C 2.3159 0.6398 -2.0065
C 3.5633 0.9617 -1.5382
N 3.3807 1.5326 -0.3210
C 4.4129 1.9658 0.5806
C 0.1513 1.5019 1.9921
N -0.7942 0.8274 1.3356
C -1.5506 0.1999 2.2736
C -1.0711 0.5174 3.5116
N -0.0103 1.3446 3.3280
C 0.7707 1.9677 4.3575
H 0.2359 6.6375 0.0021
H 1.6800 5.6282 0.2015
H 0.4223 5.6470 1.4605
H -1.3149 5.6777 -1.6440
H -2.1436 3.1539 -2.2826
H 2.0441 0.2016 -2.9476
H 4.5350 0.8497 -1.9782
H 5.3573 1.4941 0.3142
H 4.1548 1.6714 1.5979
H 4.5312 3.0499 0.5380
H -2.3919 -0.4119 2.0129
H -1.4012 0.2175 4.4842
H 0.4594 1.5855 5.3265
H 0.6208 3.0484 4.3403
H 1.8307 1.7546 4.2191
Cl -3.7745 1.2840 -2.8427
Si -3.1819 0.5393 -1.0064
Cl -4.5203 -0.9526 -0.6153
Cl -3.7176 2.0311 0.3763
O -0.4665 -1.1677 -0.9477
C -0.6846 -2.5232 -0.8333
C 0.6199 -3.2691 -1.0734
C 1.7613 -2.7344 -1.5834
C 2.8109 -3.6732 -1.6899
C 2.4487 -4.9040 -1.2524
S 0.8192 -4.9484 -0.7044
C -1.1368 -2.8166 0.5836
C -0.3249 -2.7951 1.6820
C -1.0044 -3.1314 2.8713
C -2.3247 -3.3767 2.6570
S -2.7629 -3.2068 1.0087
C -1.6813 -2.9644 -1.8812
C -2.0831 -2.2491 -2.9704
C -2.9911 -2.9637 -3.7828
C -3.2457 -4.2074 -3.3096
S -2.3919 -4.5395 -1.8586
H 1.8365 -1.7010 -1.8572
H 3.7871 -3.4379 -2.0739
H 3.0369 -5.7996 -1.2111
H 0.7297 -2.5826 1.6277
H -0.5264 -3.2254 3.8291
H -3.0724 -3.6678 3.3657
H -1.7365 -1.2482 -3.1850
H -3.4278 -2.5656 -4.6811
H -3.8840 -4.9625 -3.7243
```

Properties
**2S+1**: 4
**Total charge**: +1
**HOMO-LUMO gap (spin up / spin down)**: 7.20 / 7.09 eV
**Expectation value of S²**: 3.815

Electronic structure analysis, Mulliken charges in units of e: Cr 0.60; C -0.83; N 0.18; C -0.55; C -0.80; N 0.90; C -0.14; P -0.48; C -0.37; N 0.87; C -1.27; C -0.43; N 0.22; C -0.86; C -0.39; N 1.04; C -1.01; C -0.72; N 0.14; C -0.83; H 0.34; H 0.32; H 0.34; H 0.47; H 0.42; H 0.72; H 0.53; H 0.34; H 0.34; H 0.31; H 0.62; H 0.52; H 0.33; H 0.33; H 0.31; Cl -0.33; Si 0.42; Cl -0.25; Cl -0.32; O 0.13; C 3.17; C -0.73; C -0.33; C -0.61; C -0.68; S -0.02; C -0.63; C -0.37; C -0.98; C -0.61; S 0.06; C -0.57; C -0.80; C -0.76; C -0.67; S 0.07; H 0.11; H 0.44; H 0.49; H 0.69; H 0.49; H 0.52; H 0.56; H 0.44; H 0.51

# 2
Formula: C25H24Cl3NO4PdSe2
Source: the Open Molecules 2025 dataset
Level of theory: the ωB97M-V functional and the def2-TZVPD basis

Structure (XYZ):
```
60
Properties=species:S:1:pos:R:3
Pd 0.1578 0.4796 0.4814
C 3.6772 1.2069 0.6820
Se 2.4082 0.1217 -0.3075
C 2.2423 1.2250 -1.9192
C 1.6988 2.6094 -1.6704
Se -0.0416 2.5006 -0.7580
C 0.3653 3.8011 0.6321
H 4.4555 1.5465 0.0016
H 4.0944 0.5476 1.4380
H 3.1868 2.0494 1.1595
H 1.5572 0.6397 -2.5345
H 3.2137 1.2540 -2.4152
H 1.5347 3.1484 -2.6030
H 2.3552 3.2016 -1.0337
H 0.7588 4.6993 0.1617
H 1.0791 3.3799 1.3344
H -0.5651 4.0327 1.1453
Cl -4.4080 -4.8243 1.0215
C -3.6459 -3.2816 0.7525
C -4.0289 -2.1786 1.5145
C -3.4246 -0.9592 1.3150
C -2.4101 -0.7792 0.3521
O -1.8777 0.4063 0.1867
C -2.0542 -1.9091 -0.4318
C -1.0758 -1.8915 -1.5195
O -0.4136 -0.9541 -1.9251
C -2.6785 -3.1441 -0.2100
H -4.8013 -2.2915 2.2641
H -3.7179 -0.0984 1.9017
H -0.9654 -2.8758 -2.0172
H -2.3923 -3.9977 -0.8133
Cl -1.4931 -1.4730 7.2186
C -2.1550 -0.0475 6.4888
C -3.2256 0.5672 7.1154
C -3.8654 1.6374 6.5129
C -3.4285 2.0912 5.2792
C -2.3346 1.4913 4.6849
Cl -1.7740 2.0944 3.1532
C -1.6497 0.4140 5.2648
N -0.5575 -0.1492 4.6260
C 0.6606 -0.4558 5.2517
C 1.1160 0.3162 6.3197
C 2.3323 0.0411 6.9176
C 3.1253 -0.9924 6.4370
C 2.6793 -1.7463 5.3638
C 1.4467 -1.5061 4.7679
C 0.9843 -2.3371 3.5989
C 1.2184 -1.5652 2.3041
O 2.3470 -1.4689 1.8373
O 0.1432 -1.0191 1.8256
H -3.5682 0.1754 8.0629
H -4.7096 2.1082 6.9971
H -3.9155 2.9169 4.7799
H -0.6063 -0.2582 3.6206
H 0.5017 1.1331 6.6789
H 2.6664 0.6437 7.7525
H 4.0808 -1.2110 6.8951
H 3.2903 -2.5540 4.9789
H -0.0726 -2.5892 3.6899
H 1.5731 -3.2519 3.5561
```

Properties
**HOMO-LUMO gap**: 6.99 eV
**ΔE to the lowest compared entry with this formula, charge and spin**: 29.4 kJ/mol

Electronic structure analysis, Mulliken charges in units of e: Pd 0.73; C -1.00; Se 0.24; C -0.81; C -0.80; Se 0.14; C -0.99; H 0.38; H 0.32; H 0.24; H 0.35; H 0.52; H 0.45; H 0.38; H 0.41; H 0.28; H 0.31; Cl -0.25; C 0.16; C -0.67; C -0.26; C -0.04; O -1.02; C 1.44; C -0.42; O -0.53; C -0.92; H 0.42; H 0.49; H 0.27; H 0.34; Cl -0.20; C 0.95; C -0.61; C -0.44; C -0.68; C 0.48; Cl 0.00; C -0.86; N 0.86; C 0.22; C -0.12; C -0.68; C -0.63; C -0.67; C 0.34; C -1.36; C 0.83; O -0.72; O -0.28; H 0.43; H 0.38; H 0.44; H -0.42; H 0.52; H 0.40; H 0.39; H 0.40; H 0.26; H 0.59

# 3
Formula: C25H24Cl6GeN4O3STi
Source: the Open Molecules 2025 dataset
Level of theory: the ωB97M-V functional and the def2-TZVPD basis

Structure (XYZ):
```
65
Properties=species:S:1:pos:R:3
Ti 0.0070 -0.0585 -0.8057
O -1.9367 -0.3827 2.2565
S -0.5657 -0.1912 1.8889
O -0.3201 1.0160 1.0299
N -0.0758 -1.2524 0.7872
C 0.6892 -2.4232 0.8970
C 0.6462 -3.3713 1.8803
C 1.4816 -4.5075 1.7753
C 2.3137 -4.6830 0.7053
C 2.3742 -3.7066 -0.3183
C 3.2225 -3.7724 -1.4445
C 3.2216 -2.7487 -2.3577
C 2.3645 -1.6587 -2.1698
N 1.5589 -1.5628 -1.1267
C 1.5688 -2.5632 -0.1981
C 0.4297 -0.1732 3.3207
C 0.0036 -0.9508 4.3949
C 0.7750 -0.9738 5.5429
C 1.9378 -0.2154 5.6140
C 2.3329 0.5776 4.5444
C 1.5782 0.6026 3.3839
H -0.0348 -3.2793 2.7150
H 1.4411 -5.2544 2.5560
H 2.9366 -5.5643 0.6281
H 3.8683 -4.6312 -1.5789
H 3.8611 -2.7681 -3.2278
H 2.3259 -0.8531 -2.8920
H -0.9247 -1.5047 4.3410
H 0.4614 -1.5697 6.3887
H 2.5311 -0.2288 6.5185
H 3.2230 1.1866 4.6194
H 1.8576 1.2356 2.5561
Cl 3.8705 6.1812 -0.5639
C 2.9010 4.7951 -0.8681
C 3.2399 3.5880 -0.2739
C 2.4459 2.4879 -0.5291
Cl 2.8199 0.9475 0.1626
C 1.3319 2.5577 -1.3607
O 0.5818 1.4628 -1.5969
C 1.0243 3.7860 -1.9513
Cl -0.3319 3.8993 -3.0113
C 1.8016 4.9036 -1.7072
H 4.1055 3.5131 0.3682
H 1.5561 5.8485 -2.1702
Cl -3.7279 0.2144 -4.5581
Ge -1.4827 0.4919 -5.0110
Cl -1.2997 -1.2398 -6.2798
Cl -0.7645 -1.0993 -2.7978
N -4.8452 1.1354 -1.7390
C -3.9110 2.1878 -1.2365
C -2.4830 1.6789 -1.3329
N -2.2766 0.3734 -0.6649
C -3.2909 -0.6308 -1.0644
C -4.7095 -0.1118 -0.9206
H -4.5954 0.9173 -2.7307
H -5.8092 1.4713 -1.7345
H -4.1974 2.4047 -0.2066
H -4.0426 3.0855 -1.8379
H -1.8260 2.4144 -0.8721
H -2.1806 1.5843 -2.3749
H -2.3950 0.5144 0.3385
H -3.1680 -1.5090 -0.4310
H -3.1077 -0.9318 -2.0912
H -4.9591 0.1510 0.1084
H -5.4282 -0.8426 -1.2857
```

Properties
**Total charge**: +2
**HOMO-LUMO gap**: 7.10 eV
**ΔE to the lowest compared entry with this formula, charge and spin**: 0.0 kJ/mol

Electronic structure analysis, Mulliken charges in units of e: Ti -0.27; O -0.80; S 1.50; O -0.74; N 0.92; C 0.51; C -0.56; C -0.91; C -0.91; C 0.46; C -0.60; C -1.18; C -0.13; N 0.26; C 0.17; C 0.26; C -0.41; C -0.84; C -0.45; C -0.83; C -0.26; H 0.56; H 0.43; H 0.46; H 0.48; H 0.44; H 0.56; H 0.51; H 0.45; H 0.43; H 0.45; H 0.42; Cl -0.16; C 0.35; C -0.90; C 0.98; Cl -0.17; C -0.73; O 0.51; C 0.65; Cl -0.16; C -0.80; H 0.51; H 0.49; Cl -0.47; Ge 0.66; Cl -0.28; Cl -0.51; N 0.23; C -1.28; C -0.16; N 0.92; C -0.68; C -0.88; H -0.10; H 0.42; H 0.43; H 0.44; H 0.23; H 0.03; H 0.43; H 0.37; H 0.44; H 0.40; H 0.41

# 4
Formula: C25H24ClI2N6O5SZr
Source: the Open Molecules 2025 dataset
Level of theory: the ωB97M-V functional and the def2-TZVPD basis

Structure (XYZ):
```
65
Properties=species:S:1:pos:R:3
Zr -0.6099 -0.1314 -0.3119
C 3.6114 -2.0622 -0.8281
C 2.1461 -1.8440 -0.6596
N 1.6572 -0.8971 0.0487
N 2.5318 0.0212 0.5919
C 2.6204 0.1610 1.9650
N 3.2043 1.3359 2.2983
S 2.1046 -0.9943 3.0104
C 1.1257 -2.7167 -1.2973
C 1.4436 -3.9424 -1.8493
C 0.4382 -4.7264 -2.4017
C -0.8572 -4.2514 -2.4004
C -1.0995 -3.0088 -1.8394
N -0.1453 -2.2534 -1.2919
H 4.0134 -1.3716 -1.5749
H 3.8508 -3.0676 -1.1559
H 4.1143 -1.8722 0.1203
H 3.2766 0.3708 0.0065
H 3.0121 2.1397 1.7148
H 3.3228 1.5027 3.2839
H 2.4608 -4.3005 -1.8453
H 0.6753 -5.6913 -2.8287
H -1.6747 -4.8138 -2.8275
H -2.0984 -2.5978 -1.8471
C -2.6900 -3.5051 2.1735
O -4.7558 -2.4850 1.4100
C -3.0657 -0.7476 2.5820
C -4.0171 -0.1092 3.3453
C -3.6914 1.0956 3.9696
C -2.4914 1.7257 3.6935
C -1.5482 1.1320 2.8461
C -0.4799 1.9172 2.2339
N 0.0270 1.6257 1.0890
N 0.8555 2.5898 0.5248
C 1.0643 2.3192 -0.7233
O 0.5895 1.2262 -1.3029
C 1.8559 3.2466 -1.5534
C 2.1748 4.5193 -1.0819
C 2.9311 5.3745 -1.8640
C 3.3741 4.9672 -3.1167
C 3.0563 3.7026 -3.5899
C 2.2962 2.8438 -2.8113
C -1.8105 -0.1540 2.3848
O -0.8791 -0.7529 1.6029
H -3.3010 -4.1978 2.7369
H -1.6099 -3.5908 2.0837
H -3.0640 -2.9762 0.2153
H -5.0087 -0.5368 3.4251
H -4.4190 1.5882 4.5987
H -2.3060 2.7198 4.0813
H -0.1947 2.8636 2.6889
H 1.8144 4.8306 -0.1114
H 3.1709 6.3647 -1.5007
H 3.9627 5.6398 -3.7263
H 3.3971 3.3876 -4.5671
H 2.0399 1.8575 -3.1760
Cl -3.3332 -2.0822 1.2852
C -3.3153 -0.7893 -0.0506
C -3.3134 0.6935 0.0425
O -4.1576 1.3842 0.5475
O -2.1678 1.1731 -0.4570
H -3.4448 -1.2593 -1.0260
H -2.0513 -1.6052 1.1167
I -1.2362 0.2161 -3.7200
I -3.3818 -1.2014 -4.3796
```

Properties
**Total charge**: +1
**HOMO-LUMO gap (spin up / spin down)**: 4.69 / 4.70 eV
**ΔE to the lowest compared entry with this formula, charge and spin**: 1949.1 kJ/mol

Electronic structure analysis, Mulliken charges in units of e: Zr 0.76; C -1.74; C 0.40; N 0.62; N -0.40; C -0.03; N -0.35; S -0.31; C 1.07; C -1.14; C -0.48; C -1.36; C -0.28; N 0.41; H 0.31; H 0.47; H 0.38; H 0.39; H 0.23; H 0.28; H 0.30; H 0.45; H 0.51; H 0.62; C -0.40; O -0.80; C -0.38; C -0.54; C -0.78; C -0.90; C 0.76; C -0.40; N 1.38; N -1.22; C 0.56; O -0.49; C 0.47; C -0.32; C -0.73; C -0.41; C -0.83; C -0.36; C 0.61; O -0.85; H 0.33; H 0.26; H 0.47; H 0.49; H 0.40; H 0.44; H 0.42; H 0.46; H 0.42; H 0.40; H 0.42; H 0.43; Cl 0.59; C -1.00; C 0.45; O -0.61; O -0.52; H 0.71; H 0.75; I 0.27; I -0.09